{
  "formula": "C25H38CoIN3O4Si2Te",
  "method": "the ωB97M-V functional and the def2-TZVPD basis",
  "species": ["Co", "C", "O", "C", "C", "C", "C", "C", "C", "N", "N", "C", "O", "C", "C", "C", "C", "C", "C", "C", "O", "H", "H", "H", "H", "H", "H", "H", "H", "H", "H", "H", "H", "N", "C", "O", "C", "I", "H", "H", "H", "H", "C", "Si", "C", "C", "C", "Te", "C", "Si", "C", "C", "C", "H", "H", "H", "H", "H", "H", "H", "H", "H", "H", "H", "H", "H", "H", "H", "H", "H", "H", "H", "H", "H", "H"],
  "positions_angstrom": [[0.573224, -1.456691, 0.203079], [-0.448698, -2.412929, 4.274892], [0.585943, -1.641027, 4.875207], [1.594081, -1.068635, 4.165456], [2.658665, -0.630664, 4.929593], [3.767651, 0.005519, 4.373366], [3.817378, 0.197020, 3.017417], [2.752577, -0.237345, 2.205853], [2.867616, 0.006178, 0.797941], [1.992323, -0.327950, -0.082167], [2.254887, -0.053562, -1.422745], [1.509568, -0.823557, -2.160459], [0.621572, -1.645930, -1.662791], [1.638251, -0.763016, -3.633091], [2.742328, -0.150527, -4.221377], [2.847307, -0.095074, -5.601036], [1.852628, -0.645590, -6.398941], [0.752968, -1.259265, -5.815959], [0.647896, -1.323498, -4.435389], [1.612236, -0.873389, 2.761099], [0.567127, -1.234212, 2.041678], [-1.009263, -2.819826, 5.112979], [-0.039842, -3.228528, 3.676438], [-1.103162, -1.806338, 3.653373], [2.599449, -0.802522, 5.996814], [4.578431, 0.330802, 5.009563], [4.667298, 0.683567, 2.555439], [3.763887, 0.495737, 0.424591], [3.507322, 0.278673, -3.589400], [3.708037, 0.375752, -6.056736], [1.937065, -0.598993, -7.476655], [-0.020392, -1.690456, -6.437906], [-0.199444, -1.813858, -3.973328], [-1.345701, -5.084657, 0.297747], [-0.485527, -4.115321, -0.004979], [-0.747274, -2.938535, 0.285396], [0.775425, -4.510951, -0.722176], [2.441653, -3.846089, 0.428176], [-2.201634, -4.848067, 0.774666], [-1.167011, -6.045070, 0.063756], [0.832923, -3.960582, -1.657168], [0.867233, -5.580390, -0.876023], [0.411733, 1.782416, 3.881350], [-0.444223, 2.801634, 2.582393], [-2.296113, 2.750196, 2.831113], [0.173403, 4.560409, 2.575029], [-0.037409, 2.116998, 0.847805], [-1.141885, 0.418218, 0.239049], [-1.310970, 0.908199, -1.815263], [-3.098626, 1.293970, -2.326017], [-3.689112, 2.746138, -1.310052], [-4.118183, -0.228418, -1.960701], [-3.080344, 1.688439, -4.145046], [0.216949, 2.210184, 4.867569], [1.494437, 1.754321, 3.737267], [0.050180, 0.750967, 3.896164], [-2.543484, 3.119037, 3.828981], [-2.703625, 1.739292, 2.754033], [-2.819831, 3.383476, 2.110870], [0.046596, 5.009346, 3.562554], [-0.370068, 5.177714, 1.857107], [1.235596, 4.608972, 2.326032], [1.014432, 1.857282, 0.738085], [-0.274651, 2.874917, 0.097033], [-0.925441, 0.048202, -2.359781], [-0.635814, 1.749703, -1.979265], [-3.595090, 2.559741, -0.236254], [-4.743005, 2.953914, -1.505735], [-3.125427, 3.651445, -1.546908], [-4.117657, -0.474356, -0.895519], [-3.741910, -1.096299, -2.507574], [-5.158807, -0.077423, -2.254574], [-2.464843, 2.566308, -4.351114], [-4.089800, 1.898825, -4.504781], [-2.684035, 0.856032, -4.730070]],
  "forces_ev_per_a": [[-0.10, 0.26, -0.19], [0.02, -0.05, 0.00], [-0.13, 0.21, -0.03], [0.31, -0.30, 0.00], [-0.03, -0.12, 0.00], [0.01, 0.03, -0.01], [-0.02, 0.02, 0.04], [-0.05, -0.17, -0.02], [-0.02, 0.16, -0.03], [0.11, -0.16, -0.13], [0.01, -0.09, 0.12], [-0.04, 0.05, -0.10], [0.09, 0.07, 0.09], [0.02, -0.01, 0.02], [-0.02, 0.05, -0.01], [0.00, 0.00, 0.02], [-0.01, 0.00, -0.01], [0.01, 0.01, -0.01], [0.00, -0.04, 0.01], [0.09, 0.06, -0.07], [0.02, -0.25, 0.07], [0.02, -0.03, 0.00], [0.02, 0.00, -0.01], [-0.01, 0.00, 0.01], [0.00, 0.00, 0.00], [0.00, 0.01, 0.00], [0.00, -0.01, -0.01], [-0.03, 0.05, 0.00], [0.00, -0.01, 0.00], [0.00, 0.00, 0.00], [0.00, 0.00, 0.00], [0.00, 0.00, 0.00], [0.00, 0.02, 0.01], [0.01, 0.01, -0.03], [-0.04, -0.03, -0.04], [-0.09, 0.20, 0.27], [-0.01, 0.06, 0.09], [-0.08, 0.07, 0.00], [-0.01, 0.00, -0.01], [0.00, 0.00, 0.00], [-0.01, -0.01, -0.03], [0.00, 0.00, 0.01], [-0.12, 0.06, -0.02], [0.00, -0.01, 0.03], [-0.02, 0.02, -0.04], [0.03, 0.01, 0.02], [-0.02, 0.01, 0.03], [0.24, -0.53, -0.04], [-0.01, 0.12, 0.04], [0.02, 0.00, 0.03], [0.00, 0.01, 0.01], [0.00, -0.02, 0.02], [-0.01, 0.01, -0.02], [0.00, 0.00, 0.02], [-0.04, 0.05, 0.01], [-0.10, 0.22, 0.02], [0.00, 0.02, 0.00], [0.01, 0.00, 0.01], [0.00, -0.01, -0.01], [0.00, 0.01, -0.01], [0.00, -0.01, -0.01], [0.00, 0.00, 0.01], [0.00, 0.09, 0.01], [-0.02, -0.02, -0.02], [-0.02, -0.04, -0.04], [0.03, -0.03, -0.04], [-0.01, -0.01, 0.01], [0.01, 0.01, -0.01], [0.00, 0.00, 0.01], [0.00, 0.00, 0.00], [0.00, 0.00, 0.00], [0.00, 0.00, -0.01], [0.00, 0.00, -0.01], [0.00, 0.00, 0.00], [0.00, 0.00, 0.01]],
  "relative_energy_kj_mol": 5.5,
  "charge": 1,
  "energy_ha": -3968.0158,
  "homo_ev": [-10.2511, -10.2324],
  "multiplicity": 1,
  "mol_weight_g_mol": 814.21,
  "fmax_ev_per_a": 0.581,
  "lumo_ev": [-3.334, -4.562]
}